DFT (ωB97M-V/def2-TZVPD) results for a molecular structure, C33H48BrN3P2SeSn at a distorted geometry.

Structure (XYZ):
```
89
Properties=species:S:1:pos:R:3:forces:R:3:mulliken_charge:R:1
Sn 0.235639 0.173029 0.069794 -1.7 -1.4 0.7 0.665
Br 1.947455 -1.275004 1.705663 -1.1 1.4 -1.2 -0.268
Se -1.707201 0.145414 1.929627 0.3 0.3 -0.5 -0.382
P -0.560962 -2.065250 -1.004064 -0.1 -1.0 -0.4 0.665
P 6.136566 -0.906493 -1.058349 0.2 0.0 -0.1 -0.087
N -7.194978 5.698832 -6.883884 -0.2 0.1 -0.1 -0.562
N 0.376077 0.855482 3.854332 -0.6 -0.4 -0.7 0.275
N -1.182069 -0.439508 4.674620 0.3 0.1 -1.1 0.302
C 5.577311 0.847070 -0.912330 0.1 -0.1 0.1 -0.308
C -4.877073 3.656718 -3.970550 0.8 -0.4 -0.2 -0.504
C -0.137835 -0.823957 6.942497 0.1 0.0 0.5 -0.597
C -1.598082 -4.455688 0.233567 -0.2 -0.1 -0.1 -1.285
C -3.325121 -1.600019 -0.836838 -0.4 0.2 0.3 -1.024
C 4.988900 -1.711693 0.140238 0.1 0.1 -0.1 0.059
C -2.281569 1.946447 -1.005614 -0.4 0.5 0.5 -0.769
C -0.873296 1.079588 -2.778669 0.3 0.1 -0.3 -0.458
C 1.957174 0.412305 7.215524 -0.2 0.1 -0.4 -0.543
C -6.877073 6.308076 -5.737654 0.4 -0.7 0.3 -0.308
C -3.763093 2.964101 -4.312350 -0.9 0.6 -0.3 -0.323
C -6.811485 4.439205 -7.102253 0.5 0.0 0.7 -0.323
C 6.667501 1.819305 -1.369653 -0.1 0.3 0.0 -1.214
C -2.352030 -1.302123 4.802955 -0.2 0.0 0.0 -0.918
C 0.086637 -2.540079 -3.789913 0.0 0.0 -0.3 -1.426
C 5.306105 -1.350381 -2.646789 0.2 0.1 0.0 0.240
C 0.787084 0.524499 5.146701 0.0 0.1 0.1 0.269
C -1.733940 1.631152 -3.732472 -0.2 -0.1 0.3 -0.757
C -0.201459 -0.301607 5.662547 -0.1 0.2 -0.3 0.768
C -6.159415 5.655426 -4.723274 0.0 -0.2 -0.4 -0.438
C 1.892059 0.904008 5.905626 0.0 -0.1 0.3 -0.806
C 5.993142 -2.508911 -3.372050 -0.2 -0.1 -0.3 -1.222
C 0.955949 -0.440245 7.727726 -0.4 -0.1 -0.5 -0.660
C -0.792512 0.214932 3.544393 1.3 0.0 2.3 0.007
C -0.453757 -3.447085 0.199088 0.4 0.2 0.6 -0.358
C 5.705182 -2.060898 1.444598 -0.3 -0.1 0.2 -1.247
C -5.710274 4.338006 -4.949528 -0.6 0.5 -1.0 0.406
C -6.034004 3.725060 -6.176166 -0.2 0.5 0.0 -0.471
C -3.163405 2.461887 -1.961813 0.6 -0.4 0.1 -0.766
C -1.173566 1.227149 -1.424968 1.0 0.1 -0.2 0.064
C -2.890465 2.345729 -3.343761 0.4 -0.5 0.9 1.262
C -2.221472 -2.095053 -1.767126 0.0 0.4 -0.1 -0.576
C 0.589943 -2.547985 -2.344857 0.6 0.1 0.0 -0.113
H 7.085803 -2.434854 -3.309719 -0.3 0.0 0.0 0.359
H 5.139049 -2.831834 1.977852 0.2 0.1 0.1 0.341
H 5.330006 1.002224 0.147090 0.0 0.1 -0.2 0.405
H -0.425735 -3.474479 -4.046291 0.0 0.2 0.1 0.400
H 6.497443 2.803245 -0.920327 0.1 -0.1 -0.2 0.353
H -2.997841 -0.947425 5.618769 0.2 0.0 -0.3 0.356
H 4.661972 0.959952 -1.511344 0.0 0.1 0.2 0.143
H 5.688917 -3.479803 -2.963222 0.1 0.2 0.0 0.303
H -1.333170 -5.272806 0.914409 0.0 0.2 -0.1 0.418
H -2.928273 -0.970787 -0.026029 -0.2 -0.2 -0.3 0.018
H 0.931745 1.371209 3.176375 -0.3 -0.2 0.4 0.241
H 1.025870 -0.801256 8.751732 0.0 0.1 -0.3 0.414
H 0.488714 -3.959837 -0.044051 -0.2 0.2 0.1 0.605
H -7.191935 7.349750 -5.604512 0.1 -0.5 -0.2 0.356
H -1.776204 -4.900636 -0.750746 0.0 0.0 0.2 0.328
H 2.638840 1.566769 5.473844 0.0 -0.2 0.3 0.422
H -2.168391 -1.457578 -2.662007 0.0 -0.3 0.3 0.359
H -0.930456 -1.492680 7.277637 0.3 0.2 0.2 0.442
H 1.450719 -1.869357 -2.244456 0.0 -0.3 -0.1 -0.176
H -5.181394 3.780891 -2.932465 0.1 0.0 -0.2 0.335
H 0.945111 -2.448615 -4.464668 -0.2 -0.1 0.1 0.376
H -2.535935 -4.019117 0.593396 0.2 0.0 -0.1 0.270
H -3.477783 2.909035 -5.368497 -0.1 0.0 0.4 0.449
H -2.021878 -2.323327 5.031638 -0.1 0.2 -0.1 0.380
H -2.507760 2.123678 0.050820 0.2 -0.1 -0.4 0.525
H -5.894208 6.185018 -3.807290 -0.2 -0.2 -0.2 0.368
H 0.030013 0.555159 -3.107405 -0.3 0.2 0.0 0.629
H 0.944887 -3.552478 -2.069584 0.0 0.3 -0.2 0.589
H -0.292256 -2.989821 1.186329 -0.1 -0.2 -0.2 0.128
H -2.403023 -3.129309 -2.102474 0.2 0.3 0.1 0.628
H -7.106742 3.963721 -8.043747 0.1 0.3 0.3 0.350
H 4.594608 -2.612830 -0.350943 0.1 0.1 0.2 0.424
H -4.061004 2.980592 -1.626457 0.4 -0.2 0.1 0.257
H 5.779293 -1.190890 2.108011 0.1 -0.1 -0.2 0.294
H 4.261048 -1.594311 -2.409508 0.0 0.1 -0.2 -0.481
H -5.687783 2.717941 -6.408361 -0.2 0.2 0.1 0.438
H -1.518439 1.512224 -4.795308 0.0 0.0 0.3 0.396
H -2.897214 -1.276122 3.850558 0.1 -0.1 0.4 0.206
H 6.665357 1.950814 -2.458187 0.1 -0.1 0.2 0.299
H -0.590095 -1.709188 -4.013377 0.2 -0.1 0.0 0.294
H 4.147064 -1.027711 0.325135 0.3 -0.3 -0.2 -0.214
H 2.788536 0.688148 7.866075 -0.2 0.0 -0.3 0.411
H 5.327554 -0.438660 -3.261301 -0.1 -0.3 0.0 0.469
H -4.050996 -0.986157 -1.384642 0.2 -0.2 0.1 0.326
H 5.712972 -2.495138 -4.431463 0.1 -0.1 0.1 0.369
H 6.717782 -2.438285 1.254075 -0.3 0.1 0.1 0.425
H 7.664269 1.474468 -1.067866 -0.2 0.1 -0.1 0.361
H -3.868147 -2.428289 -0.368065 0.1 0.2 -0.1 0.344
```
Positions in Å, forces in eV/Å.

Results
- lowest unoccupied orbital energy (spin up / spin down) (eV) = -8.877 / -8.877
- orbital gap (spin up / spin down) (eV) = 3.11 / 3.11
- E (hartree) = -7322.41768
- charge = +2